Below is the molecule C5H6O, with properties calculated with ωB97M-V with the def2-TZVPD basis set.

Each atom is followed by the atoms it is bonded to, with distances in Å.
Atoms and positions in Å:
1 C -1.62 -0.28 -0.05  C2 1.537, H7 1.098, H8 1.095, H9 1.095
2 C -0.16 0.00 0.35  C1 1.537, C3 1.575, C6 1.468, H12 1.100
3 C 0.47 1.31 -0.25  C2 1.575, O4 1.201, H10 1.108
4 O 1.60 1.44 -0.62  C3 1.201
5 C 2.04 -1.28 -0.06  C6 1.207, H11 1.068
6 C 0.87 -1.01 0.05  C2 1.468, C5 1.207
7 H -2.27 0.55 0.25  C1 1.098
8 H -1.94 -1.18 0.47  C1 1.095
9 H -1.74 -0.44 -1.13  C1 1.095
10 H -0.21 2.19 -0.27  C3 1.108
11 H 3.09 -1.46 -0.17  C5 1.068
12 H -0.13 0.15 1.44  C2 1.100

Values from the calculation:
Calculated total energy in eV: -7326.8992
Kohn-Sham gap in Eh: 0.39676
Relative energy (zero: lowest compared OMol25 entry of this formula, charge and spin) in eV: 2.3853